# C69H50MoN8O6Se

A structure of composition C69H50MoN8O6Se in a non-equilibrium geometry (the ωB97M-V functional and the def2-TZVPD basis, OMol25).

orbital gap (spin up / spin down) = 0.1962 / 0.1963 hartree

Last column: Löwdin charge in e.
Atoms and positions in Å:
Mo: 0.9252 -0.9761 0.2140  1.599
Se: -0.7154 -0.0367 -1.8075  0.877
O: 2.5051 -1.7014 9.3203  -0.075
O: 1.3273 -1.4497 -8.8238  -0.112
O: -2.9918 -0.8448 5.9886  -0.018
O: -1.5694 0.9085 6.3474  -0.036
O: 8.4802 4.5556 0.5218  -0.078
O: 1.2581 -10.3177 0.5600  -0.075
N: 2.4992 -0.2126 1.6871  0.044
N: -3.9442 2.2276 0.8080  0.062
N: 0.7621 1.3106 0.4047  -0.024
N: 1.3149 -2.6578 1.6642  0.033
N: -0.3822 -0.4870 1.7627  0.001
N: -0.9150 -2.3307 0.1231  -0.038
N: 2.4974 -0.2077 -1.1547  -0.013
N: 1.4058 -2.6705 -1.1572  -0.006
C: -2.1336 0.0052 5.6947  -0.671
C: 0.3018 -1.4965 -6.6685  0.011
C: 2.3761 -1.6762 7.9704  -0.280
C: 2.6946 -1.3720 -6.8703  0.009
C: 2.3895 -0.3299 3.0488  -0.230
C: 1.1793 3.5857 -0.1903  -0.045
C: 2.8053 -1.3193 -5.4882  -0.026
C: 3.8942 1.3085 -2.1849  0.017
C: 3.4652 0.7403 1.4938  -0.225
C: 1.2674 -0.6590 6.0928  -0.001
C: 7.4449 3.6845 0.4414  -0.287
C: 0.7864 4.0127 1.0672  -0.030
C: 0.3223 1.7347 1.5997  -0.199
C: 2.1959 -6.8567 0.9492  -0.017
C: -2.3462 -4.0081 -0.7887  -0.036
C: -3.0698 0.1810 -0.0951  -0.111
C: -3.0536 2.8805 0.0614  -0.149
C: 1.4740 -2.5111 -2.5150  -0.279
C: 0.1697 -8.3125 -0.2544  -0.009
C: 1.3191 -2.4953 3.0308  -0.237
C: 1.6694 -1.3465 -4.6796  -0.201
C: -0.3033 0.6919 2.4082  -0.188
C: 0.8945 -3.7056 3.6793  0.024
C: -2.0858 0.8661 -0.8038  -0.583
C: 1.3545 -4.0254 -0.9538  -0.245
C: 5.0647 3.4384 0.2124  -0.022
C: 3.0923 -2.4968 7.1033  -0.012
C: 3.9835 1.1482 0.2763  -0.083
C: -3.9513 0.8964 0.7063  -0.139
C: 1.4609 -0.7625 7.4570  0.033
C: 0.3294 3.0720 1.9659  0.022
C: 1.2990 -2.7561 -9.3929  -0.071
C: 1.1787 -4.6769 0.2566  -0.072
C: 1.4144 -4.7230 -2.2055  0.014
C: 7.5775 2.3017 0.5064  -0.007
C: 1.1405 2.2378 -0.4814  -0.167
C: 3.3699 -2.6775 9.8725  -0.086
C: 6.4424 1.4996 0.4324  -0.009
C: 0.4198 -1.4485 -5.2873  -0.015
C: -0.8570 0.8850 3.6564  0.064
C: 2.3532 -0.2725 -2.5169  -0.306
C: 0.7565 -4.6380 2.7140  0.017
C: 1.9665 -1.4827 5.2086  -0.204
C: 9.7757 4.0112 0.7023  -0.082
C: 3.8966 1.2919 2.7493  0.027
C: 3.1437 0.7398 -3.1554  0.013
C: 2.2050 -8.2349 1.0238  0.012
C: 1.0734 -3.9956 1.4656  -0.231
C: 1.7969 -1.3930 3.7245  -0.064
C: -1.5535 -2.4582 1.2971  -0.222
C: -2.5521 -3.3992 1.5017  0.017
C: 1.1758 -6.1706 0.2762  -0.206
C: 5.1766 2.0514 0.2922  -0.225
C: 3.4801 0.7260 -0.9420  -0.256
C: 1.1827 -8.9724 0.4257  -0.287
C: 1.7592 -1.3288 -3.1931  -0.148
C: 2.8766 -2.3951 5.7331  -0.031
C: 3.2102 0.6451 3.7134  0.034
C: 6.1824 4.2487 0.2855  0.009
C: 0.1791 -6.9220 -0.3262  -0.030
C: -1.8425 -1.2570 3.4879  0.079
C: 0.2393 -11.0889 -0.0536  -0.081
C: 1.4435 -3.7850 -3.1768  0.021
C: -1.3464 -3.0680 -0.9083  -0.159
C: -1.5908 -0.1262 4.2433  -0.078
C: -2.9413 -4.2016 0.4502  -0.029
C: 1.4403 -1.4509 -7.4572  -0.312
C: -2.1168 2.2545 -0.7505  -0.127
C: -1.2370 -1.4052 2.2597  -0.203
H: 0.4630 -3.3392 -8.9995  0.089
H: 0.4925 -12.1269 0.1309  0.092
H: 2.2295 -3.2922 -9.1921  0.090
H: -0.6694 -1.5521 -7.1449  0.124
H: 2.9962 -6.2889 1.4110  0.127
H: -3.7171 -4.9465 0.5853  0.118
H: 4.6423 2.0637 2.8641  0.121
H: 3.0698 -3.6860 9.5801  0.094
H: 0.4512 -5.6686 2.8168  0.123
H: 1.3835 1.8900 -1.4703  0.080
H: -2.5173 -2.0001 3.8948  0.127
H: -0.8826 -2.8858 -1.8623  0.078
H: -2.6566 -4.5721 -1.6591  0.116
H: 2.9917 -8.7625 1.5505  0.122
H: 3.1473 0.9470 -4.2135  0.117
H: 6.0972 5.3276 0.2327  0.122
H: -1.4130 2.8436 -1.3254  0.092
H: -3.0296 -3.4711 2.4697  0.123
H: 1.5040 4.2840 -0.9508  0.118
H: 1.4295 -5.7956 -2.3192  0.115
H: 8.5477 1.8376 0.6203  0.103
H: 3.4396 -3.0321 5.0598  0.124
H: 6.5458 0.4221 0.4964  0.128
H: 0.7427 -3.8058 4.7437  0.128
H: 3.2807 0.7653 4.7836  0.123
H: -0.6243 -6.4162 -0.8518  0.111
H: -0.4686 -1.4668 -4.6642  0.101
H: 0.5264 0.0497 5.7284  0.095
H: 0.7944 5.0649 1.3258  0.118
H: -3.1591 -0.8948 -0.1684  0.088
H: -0.0411 3.3571 2.9406  0.122
H: 9.8419 3.4416 1.6321  0.095
H: 3.8141 -3.2114 7.4762  0.100
H: 0.8857 -0.1505 8.1416  0.131
H: -0.7189 1.8086 4.2050  0.130
H: -0.6383 -8.8615 -0.7184  0.102
H: -3.0845 3.9650 0.1225  0.105
H: 4.0821 3.8872 0.1073  0.110
H: 10.0594 3.3699 -0.1349  0.094
H: 3.5744 -1.3469 -7.5031  0.124
H: 3.7865 -1.2817 -5.0279  0.124
H: 10.4549 4.8562 0.7523  0.092
H: -0.7382 -10.8735 0.3814  0.095
H: 4.4069 -2.5084 9.5721  0.093
H: 1.5221 -3.9332 -4.2425  0.121
H: 0.2008 -10.9128 -1.1308  0.094
H: 4.6484 2.0749 -2.2743  0.120
H: -4.6980 0.3746 1.3004  0.109
H: 1.1770 -2.6314 -10.4652  0.089
H: 3.2908 -2.5766 10.9496  0.091